Density functional theory data (ωB97M-V/def2-TZVPD) for a structure of composition C22H29F3O5S at a distorted geometry.

For the LUMO energy, the calculation gives 0.544 eV. Its total energy is -52507.05156 eV. The strongest force on any atom comes out at 4.84 eV/A. As for the gap between HOMO and LUMO: 9.79 eV.

Geometry (Å):
C  0.315483  -1.354389  2.600287
C  0.396687  -2.819606  2.058398
C  -0.856288  -3.591096  2.611975
C  0.577767  -2.946841  0.503171
C  -0.778371  -3.148366  -0.270050
C  1.402654  -1.793161  -0.184380
O  0.517655  -1.066999  -1.068867
C  0.643859  0.332578  -1.005933
C  1.985536  0.657618  -1.728146
C  2.079607  2.086787  -2.312237
F  1.172558  2.330446  -3.327105
C  -0.704481  0.772754  -1.688461
O  -1.160415  2.078300  -1.305964
S  -0.547749  2.199801  0.247746
O  0.034734  3.552206  0.365945
O  -1.705336  1.979528  1.142933
O  0.589051  0.983784  0.272856
H  -0.343976  -0.746376  1.950245
H  -0.130341  -1.317947  3.616752
H  1.343569  -0.956426  2.662643
H  1.283313  -3.302371  2.529733
H  -1.000920  -4.548515  2.068540
H  -1.752074  -2.951309  2.442708
H  -0.737370  -3.743239  3.699489
H  1.145239  -3.890091  0.330639
H  -1.453028  -2.284430  -0.152459
H  -0.539465  -3.310589  -1.344473
H  -1.317904  -4.056762  0.058489
H  1.980323  -1.156991  0.510485
H  2.152313  -2.292565  -0.845820
H  2.786637  0.590411  -0.953580
H  2.232569  -0.103198  -2.488249
H  3.090918  2.182479  -2.767810
H  2.041243  2.877930  -1.532789
H  -1.425271  0.079277  -1.183668
H  -0.747338  0.467865  -2.746245
F  1.670383  0.756430  4.017737
C  2.372568  1.891484  3.854569
C  1.747497  2.991780  3.300758
C  2.465781  4.166837  3.127823
C  3.803540  4.223802  3.504451
C  4.421074  3.107136  4.057005
C  3.701091  1.932908  4.238361
H  0.707411  2.922972  3.007240
H  1.983618  5.036044  2.699548
H  4.364587  5.139839  3.366080
H  5.463622  3.150488  4.345750
H  4.162276  1.055221  4.673574
F  -3.481909  -1.868804  -1.581717
C  -3.800785  -1.276708  -2.745576
C  -4.171451  0.056488  -2.746139
C  -4.494635  0.669676  -3.949802
C  -4.453343  -0.058283  -5.133906
C  -4.083532  -1.398055  -5.116566
C  -3.749428  -2.011808  -3.916175
H  -4.205160  0.604684  -1.812446
H  -4.778943  1.713966  -3.964410
H  -4.709752  0.420508  -6.070798
H  -4.055310  -1.965210  -6.038192
H  -3.450586  -3.051889  -3.883969

Cartesian forces, eV/Å:
C 0.139 -0.694 -0.337
C -0.389 -0.038 0.821
C 0.314 0.444 -0.790
C -0.566 -0.304 0.001
C 0.522 -0.203 -0.026
C 0.280 -1.591 -0.577
O 0.265 1.239 2.077
C -0.163 -0.198 -3.063
C -0.009 1.179 0.681
C 1.678 -0.243 0.359
F -0.268 -0.138 0.260
C -0.971 -2.456 0.511
O 2.701 -0.684 1.318
S -2.875 3.672 1.294
O -0.251 -3.475 -0.446
O 3.107 -0.675 -1.743
O -1.348 1.209 -0.116
H 0.497 -0.130 0.294
H 0.383 -0.162 -0.551
H -0.769 0.181 -0.158
H -0.410 0.353 -0.307
H 0.044 0.425 0.662
H 0.426 -0.547 0.122
H -0.107 -0.072 -0.548
H -0.235 0.603 0.162
H 0.321 -0.411 -0.171
H -0.334 0.336 0.600
H 0.410 0.501 -0.009
H -0.663 -0.100 -0.228
H -0.396 0.421 0.412
H -0.446 0.089 -0.478
H -0.517 0.355 0.251
H -0.554 -0.057 0.209
H -0.527 -0.466 -0.432
H 0.474 0.235 -0.470
H 0.139 1.151 0.255
F 0.058 0.072 0.186
C 0.315 0.505 -0.056
C -0.287 -0.035 -0.085
C 0.226 -0.126 0.099
C 0.002 0.027 -0.012
C -0.225 0.074 -0.096
C 0.084 -0.204 0.069
H 0.013 0.016 0.038
H -0.028 -0.065 -0.020
H -0.016 -0.036 0.011
H -0.036 -0.026 0.016
H -0.037 0.000 -0.016
F 0.010 -0.040 0.093
C -0.146 0.275 -0.501
C 0.028 0.099 0.219
C 0.058 -0.245 -0.101
C -0.012 0.039 -0.033
C -0.021 0.199 0.153
C 0.075 -0.209 0.033
H 0.019 -0.033 0.001
H 0.006 -0.031 0.040
H 0.010 -0.022 0.033
H 0.019 -0.005 0.041
H -0.019 0.019 0.044

---

Density functional theory data (ωB97M-V/def2-TZVPD) for a structure of composition C26H12B5Br6O42V at a distorted geometry.

For the LUMO energy, the calculation gives -0.485 eV. Its total energy is -562496.88156 eV. The strongest force on any atom comes out at 6.60 eV/A. As for the charge: -4. As for the gap between HOMO and LUMO: 1.51 eV. Its energy relative to the best compared isomer or geometry (same formula, charge and spin) is 134.03 kcal/mol.

Geometry (Å):
O  -3.372073  -4.512206  -7.885260
V  -3.450866  -3.136713  -7.128546
O  -4.827841  -2.485586  -7.515725
O  4.005556  0.290699  -2.706909
C  3.862728  -0.245359  -3.818892
O  2.865096  0.019564  -4.739424
B  3.104393  -0.860924  -5.913234
O  4.317156  -1.647102  -5.525429
C  4.737409  -1.339416  -4.318659
O  5.677064  -1.886843  -3.599301
O  3.465127  -0.188964  -7.209080
C  2.518691  -0.317910  -8.069297
O  2.504589  0.055607  -9.209638
C  1.478582  -1.296332  -7.412662
O  2.022765  -1.715291  -6.293430
O  0.416923  -1.788769  -7.806386
O  0.296326  4.801223  7.983509
C  0.727913  4.187163  7.003117
O  1.707722  4.518884  6.248705
B  1.774040  3.527681  5.146248
O  0.875370  2.383149  5.572886
C  0.122824  2.812734  6.529700
O  -0.838180  2.216528  7.022991
O  3.141677  3.100992  5.026800
C  3.588208  3.228204  3.781885
O  4.660086  2.760580  3.420023
C  2.426401  3.880297  2.962686
O  1.406343  4.065373  3.810160
O  2.393899  3.966971  1.740531
O  1.051904  -0.672297  1.833609
C  0.100519  -0.267081  1.162524
O  0.188636  -0.112585  -0.127431
B  -1.119246  0.311897  -0.561301
O  -2.006022  0.070166  0.552975
C  -1.329419  -0.180370  1.591034
O  -1.700048  -0.368640  2.746011
O  -1.098209  1.688193  -1.146395
C  -1.687576  1.678210  -2.398372
O  -1.739667  2.622619  -3.176108
C  -1.921271  0.161650  -2.764898
O  -1.657606  -0.513911  -1.664332
O  -2.287606  -0.247326  -3.860009
O  0.974362  -4.438132  6.373578
C  1.653858  -5.460249  6.335540
O  1.437615  -6.511710  7.016378
B  2.339860  -7.585178  6.677551
O  3.353278  -6.954784  5.776252
C  2.985362  -5.692982  5.553694
O  3.572643  -4.941370  4.770660
O  1.641871  -8.612442  5.869429
C  1.570660  -9.661590  6.638617
O  0.947688  -10.678230  6.379504
C  2.510273  -9.451773  7.900582
O  2.943138  -8.288686  7.855641
O  2.688854  -10.345984  8.708608
O  1.944978  -4.376899  0.105379
C  0.876871  -5.016154  0.119062
O  0.529524  -5.859897  1.061072
B  -0.870288  -6.196979  0.993184
O  -1.225844  -5.788903  -0.431853
C  -0.310235  -4.979733  -0.911790
O  -0.259709  -4.524189  -2.089152
O  -1.255926  -7.554816  1.340877
C  -1.701522  -7.529833  2.647369
O  -1.778752  -8.432248  3.493236
C  -1.940819  -6.045059  2.983277
O  -1.553830  -5.301530  1.939772
O  -2.372337  -5.710953  4.091255
Br  -7.236464  8.627213  -2.708616
C  -5.424588  9.341422  -3.352241
C  -4.599265  8.128831  -3.882517
Br  -5.413061  7.657278  -5.592772
H  -4.868065  9.679355  -2.478067
H  -5.745570  10.141436  -4.019367
H  -4.654931  7.216737  -3.288305
H  -3.546942  8.377857  -4.019245
Br  4.355862  4.742803  -5.427269
C  3.253810  4.991984  -7.032315
C  1.984928  5.800552  -6.554514
Br  0.755041  6.051136  -8.056340
H  3.002057  3.991051  -7.382801
H  3.769488  5.659560  -7.722628
H  2.230697  6.774207  -6.130611
H  1.424731  5.152637  -5.880358
Br  -5.801701  2.843330  3.359234
C  -4.946980  4.393175  2.443444
C  -3.559510  4.498081  3.006851
Br  -3.743970  5.226257  4.825169
H  -5.631932  5.227623  2.593950
H  -4.901211  4.184441  1.374599
H  -2.832543  5.089628  2.450363
H  -2.973773  3.578948  2.991955

Cartesian forces, eV/Å:
O -0.141 1.487 0.817
V -0.576 -0.419 -0.696
O 1.435 -0.704 0.374
O -0.763 -1.376 -3.982
C -0.976 2.666 3.802
O 1.300 -0.691 0.000
B 2.009 0.267 1.145
O 0.384 -0.621 -0.065
C 4.014 -2.943 2.981
O -4.423 2.558 -4.182
O 0.431 1.033 0.869
C -0.762 -0.943 -0.674
O -0.278 0.323 -0.155
C -1.733 -1.913 0.133
O -0.942 0.135 0.146
O 1.403 1.426 -0.251
O 0.996 -0.805 -1.695
C -2.879 0.347 3.148
O 0.385 0.263 -1.136
B 0.255 -0.675 -0.141
O 0.928 0.937 -1.335
C -2.146 -1.010 1.895
O 2.016 1.636 -0.848
O 0.471 -0.076 -0.290
C 1.692 -1.503 0.061
O -1.993 1.546 0.103
C -0.280 -1.051 -2.129
O 0.466 0.171 -0.094
O 0.081 0.511 2.611
O -2.319 1.395 -0.927
C 4.583 -2.765 2.362
O -0.548 0.981 -1.276
B 0.069 0.081 -1.549
O -2.573 1.280 -1.613
C 0.607 -0.727 5.239
O 0.117 0.480 -2.324
O -1.764 0.103 -1.821
C 2.339 0.893 0.125
O -0.468 -1.610 1.688
C -0.383 0.109 0.375
O -0.296 -0.459 -2.004
O 0.327 0.215 1.323
O 1.555 -2.031 -0.296
C -0.439 4.569 -0.930
O -0.835 -2.331 1.995
B 0.891 0.698 -1.887
O -0.282 -0.028 1.090
C 1.298 1.430 -2.766
O -1.553 -1.578 2.352
O 0.268 0.369 1.082
C -0.690 -2.434 -0.424
O 0.785 1.045 0.629
C -2.450 -4.667 -0.251
O 1.227 3.736 -0.139
O 0.360 0.992 -0.237
O -3.457 -2.063 -0.562
C 3.269 2.528 0.347
O 0.854 -0.525 0.072
B -0.646 0.951 -0.772
O -0.414 0.186 0.168
C 0.911 0.033 -3.756
O -0.470 -1.189 4.075
O -0.178 -0.673 1.471
C 0.729 -1.492 1.455
O 0.030 2.158 -3.438
C -0.802 0.796 2.415
O -0.946 -0.627 1.376
O 0.875 -0.267 -3.103
Br 1.190 0.581 -0.199
C -0.178 -1.909 1.073
C -1.133 0.922 -0.619
Br 0.397 -0.200 -0.230
H -0.521 0.388 0.114
H 0.622 -0.379 -0.146
H -0.208 0.417 0.240
H -0.164 0.149 -0.234
Br -0.085 0.083 -0.406
C -1.168 1.500 1.023
C 0.671 -1.696 -0.301
Br 0.176 0.181 -0.060
H 0.084 0.372 -0.223
H 0.294 -0.673 -0.126
H -0.050 -0.268 -0.103
H 0.071 0.449 0.214
Br -0.065 0.467 -0.594
C -0.071 -0.951 -0.256
C 0.635 0.464 0.276
Br 0.549 -0.157 -0.351
H 0.459 0.026 0.249
H -0.093 -0.319 0.071
H -0.634 0.921 -0.055
H -0.731 -0.508 0.670

---

- The lowest gap between HOMO and LUMO belongs to which entry?
  C26H12B5Br6O42V